{"formula": "C42H34FeN3OP2S5SbSe", "method": "wB97M-V/def2-TZVPD", "total_charge": -1, "orbital_gap_ha": [0.2017, 0.2013], "molar_mass_g_mol": 1075.60, "e_lumo_ha": [0.0650, 0.0650], "e_tot_ha": -8439.34030, "max_force_ev_per_a": 2.316, "spin_multiplicity": 2, "homo_energy_ev": [-3.7, -3.7], "elements": ["Fe", "O", "S", "C", "C", "C", "C", "C", "C", "P", "C", "C", "C", "C", "C", "C", "C", "C", "C", "C", "C", "C", "C", "C", "C", "C", "C", "C", "P", "C", "C", "C", "C", "C", "C", "C", "C", "C", "C", "C", "C", "H", "H", "H", "H", "H", "H", "H", "H", "H", "H", "H", "H", "H", "H", "H", "H", "H", "H", "H", "H", "H", "H", "H", "H", "H", "H", "H", "H", "S", "Sb", "S", "S", "S", "Se", "C", "N", "N", "C", "C", "C", "N", "C", "C", "H", "H", "H", "H", "H", "H"], "positions_angstrom": [[0.38377, 0.49723, 0.10697], [-2.26579, 1.71824, -3.34903], [-1.52691, 0.91061, -2.33286], [-0.85615, 2.07842, -1.12445], [-0.33218, 3.31222, -1.57796], [-0.20180, 4.34921, -0.70681], [-0.62386, 4.21793, 0.63994], [-1.14136, 3.04162, 1.09819], [-1.26296, 1.92480, 0.22726], [-2.17429, 0.38662, 0.65244], [-1.74790, 0.31920, 2.41664], [-2.57584, -0.01959, 3.40945], [-2.26319, -0.09145, 4.81590], [-1.26002, 0.51620, 5.46893], [-0.29180, 1.47075, 4.95085], [0.22748, 1.54151, 3.72306], [-3.93763, 0.93951, 0.68910], [-4.35428, 2.25395, 0.48701], [-5.70848, 2.56474, 0.45083], [-6.66271, 1.56936, 0.61011], [-6.25997, 0.25430, 0.80020], [-4.90756, -0.05720, 0.82750], [0.01322, 0.41318, -3.14832], [0.47583, 1.16655, -4.21519], [1.60062, 0.73887, -4.90342], [2.19768, -0.47008, -4.57012], [1.68411, -1.25372, -3.54677], [0.60309, -0.81015, -2.78779], [-0.18016, -1.68570, -1.35936], [1.20112, -2.19417, -0.23433], [0.60809, -2.73962, 1.03662], [1.27177, -3.61323, 1.79006], [2.60678, -4.09748, 1.41789], [3.14997, -3.80148, 0.24063], [2.48214, -2.89067, -0.74465], [-0.68053, -3.24286, -2.19741], [-1.33235, -3.17088, -3.43277], [-1.79270, -4.32132, -4.05697], [-1.61999, -5.55872, -3.44949], [-0.99685, -5.63683, -2.21272], [-0.53372, -4.48677, -1.58376], [-0.05188, 3.43079, -2.61699], [0.21867, 5.28754, -1.04744], [-0.54967, 5.06635, 1.31049], [-1.47522, 2.95048, 2.12470], [-3.61703, -0.19902, 3.14955], [-2.98988, -0.60733, 5.43608], [-1.30959, 0.45569, 6.55152], [0.04206, 2.22204, 5.66071], [0.94890, 2.30266, 3.47613], [-3.62408, 3.04199, 0.35371], [-6.01930, 3.59011, 0.28934], [-7.71731, 1.81496, 0.57118], [-6.99985, -0.52959, 0.91050], [-4.59314, -1.08898, 0.95288], [-0.06109, 2.06176, -4.50751], [2.00037, 1.33744, -5.71316], [3.06700, -0.81718, -5.11417], [2.13285, -2.21614, -3.35493], [-0.39147, -2.41472, 1.31714], [0.82898, -3.99133, 2.70599], [3.13496, -4.72154, 2.12894], [4.13017, -4.16953, -0.04357], [2.45842, -3.35595, -1.72910], [-1.47325, -2.20593, -3.90765], [-2.29305, -4.25192, -5.01577], [-1.97337, -6.45904, -3.93867], [-0.87194, -6.59865, -1.72987], [-0.04902, -4.55844, -0.61772], [0.55091, -3.55410, 5.67390], [1.27584, -1.42437, 5.57982], [3.02747, 0.29970, 3.01223], [0.05873, 0.21484, 2.55963], [3.01797, -1.50016, 3.91477], [4.65151, -0.88564, -1.30672], [3.03781, -1.46947, -0.69390], [1.96734, -0.90083, -0.14016], [5.59371, 3.85955, -0.04958], [4.34681, 3.25939, -0.05636], [3.89758, 2.54566, -1.16158], [2.66667, 1.93408, -1.11330], [1.83809, 2.01942, -0.06668], [2.25550, 2.75324, 0.97150], [3.47373, 3.38709, 1.02480], [6.27285, 3.44926, -0.66812], [5.95831, 4.08810, 0.85946], [4.53590, 2.39937, -2.02302], [2.32800, 1.33322, -1.94973], [1.56575, 2.83435, 1.79371], [3.76257, 3.93769, 1.91158]], "forces_ev_per_angstrom": [[1.63, 1.48, -0.72], [0.18, -0.01, 0.07], [-0.09, 0.45, -0.30], [-0.22, -0.82, 0.40], [0.06, 0.01, -0.05], [-0.03, 0.07, 0.02], [-0.03, 0.00, 0.09], [0.10, 0.16, -0.13], [-0.33, -0.45, -0.25], [-0.60, 0.68, 0.44], [0.40, -0.50, -0.06], [-0.26, 0.25, 0.07], [-0.15, -0.35, -0.08], [-0.06, 0.63, 0.18], [-0.31, 0.11, -0.06], [0.24, -0.24, 0.03], [-0.03, -0.17, -0.11], [-0.05, -0.03, 0.05], [0.03, -0.02, 0.00], [0.02, 0.01, -0.01], [0.04, 0.00, 0.02], [0.00, 0.06, 0.02], [0.01, -0.35, 0.08], [-0.04, 0.06, 0.03], [0.04, -0.06, 0.01], [-0.01, 0.00, -0.03], [-0.03, 0.07, -0.02], [-0.23, 0.26, -0.01], [0.61, -0.55, -0.50], [-0.05, -0.03, 0.03], [-0.03, 0.11, -0.14], [0.10, -0.07, 0.10], [-0.12, -0.05, 0.04], [0.02, 0.06, -0.10], [0.09, 0.08, 0.25], [-0.39, 0.13, 0.08], [0.03, -0.07, 0.04], [0.03, 0.06, 0.03], [-0.02, -0.01, 0.00], [0.02, 0.03, 0.01], [0.06, 0.00, -0.07], [-0.03, -0.05, 0.01], [-0.04, 0.01, 0.01], [0.04, -0.01, -0.02], [-0.03, -0.01, 0.00], [-0.03, 0.17, 0.09], [0.06, -0.11, -0.08], [0.19, -0.09, -0.01], [-0.04, 0.03, -0.02], [-0.08, 0.08, 0.00], [0.00, -0.01, -0.03], [0.02, -0.02, 0.00], [0.03, 0.00, 0.01], [0.03, 0.01, 0.00], [-0.03, 0.01, -0.04], [-0.01, -0.05, 0.02], [-0.02, -0.02, 0.00], [-0.01, 0.02, 0.01], [0.04, 0.01, 0.08], [0.04, -0.03, 0.03], [0.05, 0.10, 0.02], [-0.01, 0.02, -0.03], [-0.03, 0.01, 0.05], [-0.01, 0.08, -0.09], [0.00, -0.03, -0.03], [0.03, 0.01, 0.02], [0.00, 0.03, 0.02], [0.03, 0.03, 0.00], [0.00, -0.03, 0.00], [0.09, 0.11, 0.09], [0.66, -0.40, -0.53], [0.17, 0.66, 0.02], [-0.35, 0.10, 0.08], [-0.58, -0.66, 0.57], [0.06, -0.03, 0.02], [-0.18, 0.37, 0.09], [-0.62, -0.72, -0.12], [-0.20, 0.04, -0.04], [0.04, 0.14, -0.01], [0.02, 0.06, -0.07], [-0.15, 0.06, -0.03], [0.14, -0.57, 0.40], [-0.03, -0.07, -0.07], [0.04, 0.04, -0.02], [0.04, -0.04, 0.03], [0.06, -0.06, 0.02], [-0.05, -0.04, 0.02], [0.06, -0.05, 0.05], [0.02, -0.05, 0.05], [-0.03, -0.04, 0.00]]}